Here is a cluster of 10 separate species, C44H82F15N3O12 in total from the OMol25 dataset. Energies are from ωB97M-V with the def2-TZVPD basis set.

The geometry in XYZ format:
```
156
C44H82F15N3O12 | the OMol25 dataset | ωB97M-V with the def2-TZVPD basis set
H -2.231 -0.041 7.183
O 3.838 -0.128 -5.931
C -4.526 -4.804 -1.486
C -2.766 1.345 -3.840
H -3.479 -4.509 -1.558
H 3.278 0.731 -0.082
C -0.403 -0.888 -1.147
H 7.655 2.844 -0.420
F 5.159 7.456 1.934
C 3.434 1.171 -3.918
O 1.774 0.890 -5.683
C 1.358 -0.250 5.960
C 3.274 5.931 1.336
H 1.214 -1.297 5.691
H 0.432 0.452 -7.175
H -5.754 -1.630 0.746
H 3.823 3.020 0.014
H 3.784 0.413 2.393
H -3.542 4.386 -1.184
C 0.959 -0.113 7.442
O 3.606 5.096 0.337
H 0.994 -1.514 -5.026
H 0.049 -1.865 -6.534
O 2.470 5.780 2.304
H -2.538 3.465 1.021
C 3.719 -0.161 0.361
H -0.467 -6.780 -3.203
C 4.891 2.521 3.822
C -5.993 -1.342 -1.486
N -5.145 -2.437 -1.888
C -3.291 2.449 -2.949
H 1.265 -4.322 0.478
C -0.183 -4.699 -2.480
H 4.926 -0.719 2.075
H 2.800 3.403 1.352
F -0.917 1.363 2.201
H 6.224 0.925 -0.266
H 1.540 0.197 -0.754
N 5.310 1.436 1.623
H 0.091 3.473 -3.660
H -4.505 -5.501 -0.649
C -1.756 -0.892 -0.431
C -5.098 -2.649 -3.294
H -0.165 4.926 -2.656
H -6.186 -3.136 -5.010
C -2.461 -1.884 5.218
C 6.431 1.413 0.687
H 1.719 -0.544 8.094
F 3.788 -5.223 -4.636
C -0.391 4.449 -3.610
F 3.655 0.098 -3.145
C -2.168 3.091 0.066
H 4.818 3.533 3.423
F -0.803 2.554 4.163
H -4.226 2.904 -3.279
H -1.394 -6.620 -1.923
H 1.655 -2.372 3.765
H -0.447 -0.649 -5.413
H 1.841 -0.456 -7.405
F 0.691 2.761 2.583
H -5.250 -0.222 7.037
O 0.816 -5.312 2.602
H -2.192 1.679 -4.704
O -3.304 -1.000 5.728
H -0.852 -4.292 -3.238
H 2.370 0.121 5.798
H 0.093 0.773 0.008
H 1.633 -2.741 1.026
H -4.359 1.162 7.141
H 6.684 2.196 3.063
C 5.731 1.678 2.958
H -5.697 -0.472 -2.071
F 3.386 8.335 1.685
H -6.644 -0.206 0.140
H 0.021 -0.666 7.490
O 1.089 -4.878 -4.840
O 1.653 0.260 3.291
H 0.044 -2.513 3.602
C 0.438 -1.097 -5.865
H 7.555 3.192 1.246
H -0.114 5.057 -4.471
H -1.844 -1.930 -0.111
H 3.908 2.077 3.977
H -1.735 -0.271 0.464
C 6.935 2.906 0.396
H -4.431 0.007 8.597
F -2.357 -3.598 3.606
C 0.483 0.394 -0.937
F 3.406 -3.195 -4.868
C 1.213 -0.055 -6.610
H -1.107 2.842 0.099
F -2.285 -1.655 2.794
H -2.546 5.186 -3.192
H 1.291 2.784 -0.453
C 0.911 -3.166 3.704
O -1.441 -2.364 5.785
C -6.467 -2.940 -3.975
C -1.974 4.311 -3.501
H -6.782 -3.867 -3.496
C 0.680 0.755 3.885
C 0.898 -3.538 1.141
H -6.560 -3.929 -1.307
F 4.571 1.807 -4.036
H 0.292 -6.679 -1.583
H 1.140 4.523 -0.458
H 6.138 3.605 0.147
N -2.220 3.383 -2.484
H -3.679 1.907 -2.087
H 0.670 0.904 7.705
C -0.434 -6.231 -2.262
H -7.093 -2.067 -3.789
C -4.342 0.140 7.519
C 3.216 -4.209 -4.026
F -4.151 -2.478 3.727
H -0.024 -3.077 0.789
H 0.366 1.196 -1.666
H -2.505 -0.605 -1.169
H -4.839 -1.680 -3.721
C -2.513 4.026 -1.167
C 1.854 3.708 -0.577
O 0.089 -1.852 -1.722
C 1.751 -4.524 -3.907
O 0.370 0.453 5.209
H 2.255 3.810 -1.586
H -3.076 -1.547 7.704
C 4.488 0.159 1.601
C -0.109 1.869 3.179
H -2.616 2.098 0.020
H 4.415 -0.437 -0.430
C -3.115 -0.667 7.062
C 3.032 0.610 -5.294
H -4.901 -0.230 -0.035
H -2.165 0.628 -3.281
H -1.757 4.810 -1.147
H 7.266 0.812 1.046
H -3.681 0.888 -4.218
H -4.770 -5.314 -2.418
C 4.053 7.309 1.204
H 0.952 -3.734 4.634
F 2.418 1.912 -3.431
H -2.459 3.990 -4.423
O 1.145 -4.386 -2.659
C -5.789 -0.862 -0.027
F 3.834 -3.926 -2.871
H 2.953 -0.911 0.561
C 3.100 3.756 0.366
H -4.380 -3.408 -3.603
C -5.513 -3.667 -1.149
H -0.538 -4.055 -1.676
H -5.370 -3.578 -0.072
H 5.348 2.652 4.803
H -7.043 -1.474 -1.745
C 0.972 -4.124 2.492
C -2.826 -2.407 3.810
H 5.842 0.676 3.372
F 4.452 7.640 -0.010
```

Values from the calculation:
Energy relative to the best compared isomer or geometry (same formula, charge and spin) = 0.8 kcal per mole
LUMO (spin up / spin down) = -2.515 / -7.488 eV
2S+1 = 2
Kohn-Sham gap (spin up / spin down) = 7.35 / 2.38 eV
Charge = +1